1.
Formula: C16H29BCaF6N4O3
Source: the Open Molecules 2025 dataset
Level of theory: the ωB97M-V functional and the def2-TZVPD basis

Each line ends with the Mulliken charge.
Geometry (Å):
Ca 0.62 0.44 -0.43  2.020
C -0.31 -0.18 -4.33  -2.791
C -0.66 -1.06 -3.16  1.156
C -1.94 -0.94 -2.57  1.366
C -2.94 0.02 -3.18  -2.484
C -2.28 -1.73 -1.47  1.531
C -3.62 -1.59 -0.80  -2.759
C -1.36 -2.65 -0.97  0.971
C -1.74 -3.52 0.21  -2.289
C -0.10 -2.79 -1.55  1.641
C 0.89 -3.78 -1.00  -2.739
C 0.24 -2.01 -2.67  1.130
C 1.55 -2.28 -3.37  -2.525
H -0.73 -0.56 -5.26  0.458
H 0.76 -0.08 -4.46  0.468
H -0.70 0.83 -4.20  0.444
H -2.87 1.02 -2.73  0.309
H -3.96 -0.33 -3.05  0.480
H -2.78 0.13 -4.25  0.553
H -4.28 -2.43 -1.03  0.455
H -4.14 -0.68 -1.08  0.503
H -3.50 -1.56 0.29  0.477
H -1.46 -3.04 1.15  0.176
H -1.25 -4.49 0.17  0.518
H -2.81 -3.71 0.24  0.463
H 0.72 -4.78 -1.41  0.444
H 0.82 -3.85 0.09  0.541
H 1.91 -3.50 -1.23  0.457
H 2.40 -1.84 -2.84  0.231
H 1.56 -1.89 -4.38  0.479
H 1.72 -3.35 -3.44  0.533
C -0.65 3.94 3.34  -0.781
O 0.26 3.29 2.45  -0.318
C 0.39 1.97 2.48  0.230
O 1.11 1.42 1.67  -0.429
N -0.26 1.30 3.49  0.046
N -0.14 -0.10 3.47  -0.572
H -0.51 5.01 3.16  0.265
H -0.41 3.71 4.38  0.340
H -1.68 3.67 3.10  0.269
H -1.19 1.66 3.68  0.294
H -0.77 -0.49 2.77  0.152
H -0.36 -0.45 4.39  0.221
N 4.02 -1.44 0.63  -0.459
C 2.79 -1.30 1.17  0.421
N 2.68 -1.23 2.52  -0.452
O 1.78 -1.29 0.45  -0.022
H 4.83 -1.25 1.19  0.233
H 4.09 -1.21 -0.35  0.200
H 3.49 -1.01 3.07  0.253
H 1.79 -0.87 2.86  0.202
F -1.37 -0.09 0.88  -0.186
C -1.71 1.19 0.13  -0.538
F -2.03 2.05 1.20  -0.303
H -2.69 0.92 -0.27  -0.076
F 1.81 0.72 -2.43  -0.349
B 3.14 1.02 -1.94  0.269
F 3.93 -0.13 -2.03  -0.485
F 2.90 1.31 -0.56  -0.337
F 3.67 2.08 -2.60  -0.304

Results
Relative energy (zero: lowest compared OMol25 entry of this formula, charge and spin): 52.9 kJ/mol
Frontier orbital gap: 8.61 eV

2.
Formula: C16H29BO11S2
Source: the Open Molecules 2025 dataset
Level of theory: the ωB97M-V functional and the def2-TZVPD basis

Each line ends with the Mulliken charge.
Geometry (Å):
C -2.54 -2.97 0.38  -1.390
C -1.97 -4.36 0.57  0.748
C -2.53 -5.52 0.08  -0.688
C -1.90 -6.73 0.29  -0.533
C -0.70 -6.81 0.97  -0.834
C -0.14 -5.66 1.47  0.738
C 1.18 -5.71 2.21  -0.946
O 2.28 -5.43 1.32  -0.387
C 2.08 -4.21 0.74  0.638
O 2.19 -3.19 1.38  -0.517
O 1.69 -4.20 -0.55  -0.215
C 2.64 -3.55 -1.45  -0.518
B 2.05 -2.15 -1.97  0.792
O 2.32 -0.95 -1.33  -0.627
O 1.27 -2.14 -3.09  -0.658
C -0.79 -4.47 1.27  0.010
H -2.11 -2.59 -0.55  0.221
H -2.15 -2.32 1.17  0.321
H -3.64 -2.94 0.34  0.446
H -3.46 -5.45 -0.47  0.419
H -2.36 -7.64 -0.09  0.358
H -0.22 -7.78 1.10  0.395
H 1.19 -4.99 3.04  0.292
H 1.29 -6.70 2.64  0.479
H 3.57 -3.38 -0.89  0.347
H 2.81 -4.23 -2.29  0.182
H 1.50 -0.48 -1.11  0.446
H 0.92 -1.25 -3.24  0.445
H -0.30 -3.58 1.67  0.259
O -1.86 -0.61 -1.64  -0.704
S -0.93 0.23 -2.32  1.441
O 0.48 0.05 -2.17  -0.876
O -1.30 1.75 -2.03  -0.304
C -1.40 2.17 -0.65  -0.337
C -0.05 2.34 0.01  -0.878
C -1.31 0.25 -4.04  -1.195
H -2.03 1.47 -0.09  0.274
H -1.92 3.12 -0.66  0.274
H 0.46 1.38 0.11  0.326
H -0.16 2.77 1.00  0.358
H 0.59 2.99 -0.59  0.239
H -2.37 0.42 -4.17  0.382
H -1.03 -0.73 -4.45  0.437
H -0.73 1.03 -4.52  0.353
O -0.47 5.17 0.90  -0.545
S -0.22 6.58 0.76  1.191
O 0.52 7.09 -0.34  -0.630
O 0.41 7.13 2.11  -0.300
C 1.59 6.48 2.62  -0.277
C 2.84 6.88 1.84  -0.993
C -1.75 7.45 0.86  -1.002
H 1.46 5.40 2.63  0.273
H 1.70 6.81 3.66  0.278
H 2.80 6.50 0.82  0.294
H 3.73 6.47 2.32  0.389
H 2.92 7.96 1.78  0.270
H -2.31 7.09 1.73  0.321
H -2.30 7.24 -0.05  0.371
H -1.54 8.51 0.95  0.349

Results
SMILES: Cc1cccc(COC(=O)OCB(O)O)c1.CCOS(C)(=O)=O.CCOS(C)(=O)=O
Frontier orbital gap: 9.04 eV

3.
Formula: C16H29ClNO8PS
Source: the Open Molecules 2025 dataset
Level of theory: the ωB97M-V functional and the def2-TZVPD basis

Each line ends with the Mulliken charge.
Geometry (Å):
C -1.04 0.92 5.62  -1.240
C -2.12 1.05 4.40  0.304
C -1.78 2.44 3.67  -1.065
C -1.87 -0.26 3.48  -0.718
C -2.33 -0.14 1.96  -0.553
C -1.27 -0.51 0.83  1.047
C -1.22 0.84 -0.09  -1.391
C -0.15 0.74 -1.29  -0.125
C -0.61 1.43 -2.66  -0.575
C 0.49 2.57 -3.04  -0.072
O 0.38 3.05 -4.41  -0.345
C -0.93 3.46 -4.74  0.265
O -1.13 3.86 -5.92  -0.514
C 0.14 -1.16 1.14  -0.732
C -0.03 -2.74 0.79  0.012
P -0.89 -3.67 2.20  0.254
O -1.72 -4.95 1.42  -0.478
Cl 0.61 -4.60 3.38  -0.293
C -0.91 -2.62 -0.55  0.198
O -0.90 -3.28 -1.61  -0.604
N -1.83 -1.49 -0.18  -0.485
H -0.01 0.85 5.09  0.285
H -0.99 1.87 6.25  0.357
H -1.16 -0.04 6.21  0.320
H -3.14 1.01 4.90  0.260
H -0.72 2.49 3.25  0.192
H -1.87 3.27 4.46  0.425
H -2.59 2.66 2.88  0.272
H -2.51 -1.09 3.98  0.230
H -0.79 -0.57 3.66  0.257
H -3.23 -0.86 1.83  0.348
H -2.77 0.89 1.68  0.435
H -0.92 1.76 0.53  0.119
H -2.28 0.95 -0.53  0.529
H 0.78 1.31 -0.92  0.286
H 0.18 -0.32 -1.53  -0.010
H -0.58 0.67 -3.53  0.249
H -1.63 1.93 -2.56  0.374
H 1.54 2.11 -2.91  0.011
H 0.44 3.46 -2.32  0.270
H -1.82 3.49 -4.03  0.305
H 1.06 -0.90 0.48  0.004
H 0.61 -1.15 2.18  0.374
H 1.01 -3.10 0.52  0.515
H -1.11 -5.73 1.36  0.326
H -2.63 -2.07 0.17  0.415
C 3.32 -1.06 -4.06  -0.316
C 4.68 -1.56 -3.59  -0.441
O 5.25 -0.47 -2.87  -0.306
S 4.06 0.37 -2.15  1.101
O 3.95 -0.06 -0.79  -0.542
O 4.20 1.75 -2.52  -0.550
O 2.82 -0.26 -2.99  -0.252
H 3.43 -0.42 -4.94  0.304
H 2.64 -1.87 -4.29  0.337
H 5.33 -1.86 -4.41  0.327
H 4.57 -2.40 -2.90  0.301

Results
SMILES: CC(C)CC[C@@]1(CCCCOC=O)C[C@@H](P(O)Cl)C(=O)N1.O=S1(=O)OCCO1
Frontier orbital gap: 9.63 eV

Copy entry 3 word for word.
Formula: C16H29ClNO8PS
Source: the Open Molecules 2025 dataset
Level of theory: the ωB97M-V functional and the def2-TZVPD basis

Each line ends with the Mulliken charge.
Geometry (Å):
C -1.04 0.92 5.62  -1.240
C -2.12 1.05 4.40  0.304
C -1.78 2.44 3.67  -1.065
C -1.87 -0.26 3.48  -0.718
C -2.33 -0.14 1.96  -0.553
C -1.27 -0.51 0.83  1.047
C -1.22 0.84 -0.09  -1.391
C -0.15 0.74 -1.29  -0.125
C -0.61 1.43 -2.66  -0.575
C 0.49 2.57 -3.04  -0.072
O 0.38 3.05 -4.41  -0.345
C -0.93 3.46 -4.74  0.265
O -1.13 3.86 -5.92  -0.514
C 0.14 -1.16 1.14  -0.732
C -0.03 -2.74 0.79  0.012
P -0.89 -3.67 2.20  0.254
O -1.72 -4.95 1.42  -0.478
Cl 0.61 -4.60 3.38  -0.293
C -0.91 -2.62 -0.55  0.198
O -0.90 -3.28 -1.61  -0.604
N -1.83 -1.49 -0.18  -0.485
H -0.01 0.85 5.09  0.285
H -0.99 1.87 6.25  0.357
H -1.16 -0.04 6.21  0.320
H -3.14 1.01 4.90  0.260
H -0.72 2.49 3.25  0.192
H -1.87 3.27 4.46  0.425
H -2.59 2.66 2.88  0.272
H -2.51 -1.09 3.98  0.230
H -0.79 -0.57 3.66  0.257
H -3.23 -0.86 1.83  0.348
H -2.77 0.89 1.68  0.435
H -0.92 1.76 0.53  0.119
H -2.28 0.95 -0.53  0.529
H 0.78 1.31 -0.92  0.286
H 0.18 -0.32 -1.53  -0.010
H -0.58 0.67 -3.53  0.249
H -1.63 1.93 -2.56  0.374
H 1.54 2.11 -2.91  0.011
H 0.44 3.46 -2.32  0.270
H -1.82 3.49 -4.03  0.305
H 1.06 -0.90 0.48  0.004
H 0.61 -1.15 2.18  0.374
H 1.01 -3.10 0.52  0.515
H -1.11 -5.73 1.36  0.326
H -2.63 -2.07 0.17  0.415
C 3.32 -1.06 -4.06  -0.316
C 4.68 -1.56 -3.59  -0.441
O 5.25 -0.47 -2.87  -0.306
S 4.06 0.37 -2.15  1.101
O 3.95 -0.06 -0.79  -0.542
O 4.20 1.75 -2.52  -0.550
O 2.82 -0.26 -2.99  -0.252
H 3.43 -0.42 -4.94  0.304
H 2.64 -1.87 -4.29  0.337
H 5.33 -1.86 -4.41  0.327
H 4.57 -2.40 -2.90  0.301

Results
SMILES: CC(C)CC[C@@]1(CCCCOC=O)C[C@@H](P(O)Cl)C(=O)N1.O=S1(=O)OCCO1
Frontier orbital gap: 9.63 eV

> Which of these has the highest frontier orbital gap?

C16H29ClNO8PS

Repeat the first record exactly.
Formula: C16H29BCaF6N4O3
Source: the Open Molecules 2025 dataset
Level of theory: the ωB97M-V functional and the def2-TZVPD basis

Each line ends with the Mulliken charge.
Geometry (Å):
Ca 0.62 0.44 -0.43  2.020
C -0.31 -0.18 -4.33  -2.791
C -0.66 -1.06 -3.16  1.156
C -1.94 -0.94 -2.57  1.366
C -2.94 0.02 -3.18  -2.484
C -2.28 -1.73 -1.47  1.531
C -3.62 -1.59 -0.80  -2.759
C -1.36 -2.65 -0.97  0.971
C -1.74 -3.52 0.21  -2.289
C -0.10 -2.79 -1.55  1.641
C 0.89 -3.78 -1.00  -2.739
C 0.24 -2.01 -2.67  1.130
C 1.55 -2.28 -3.37  -2.525
H -0.73 -0.56 -5.26  0.458
H 0.76 -0.08 -4.46  0.468
H -0.70 0.83 -4.20  0.444
H -2.87 1.02 -2.73  0.309
H -3.96 -0.33 -3.05  0.480
H -2.78 0.13 -4.25  0.553
H -4.28 -2.43 -1.03  0.455
H -4.14 -0.68 -1.08  0.503
H -3.50 -1.56 0.29  0.477
H -1.46 -3.04 1.15  0.176
H -1.25 -4.49 0.17  0.518
H -2.81 -3.71 0.24  0.463
H 0.72 -4.78 -1.41  0.444
H 0.82 -3.85 0.09  0.541
H 1.91 -3.50 -1.23  0.457
H 2.40 -1.84 -2.84  0.231
H 1.56 -1.89 -4.38  0.479
H 1.72 -3.35 -3.44  0.533
C -0.65 3.94 3.34  -0.781
O 0.26 3.29 2.45  -0.318
C 0.39 1.97 2.48  0.230
O 1.11 1.42 1.67  -0.429
N -0.26 1.30 3.49  0.046
N -0.14 -0.10 3.47  -0.572
H -0.51 5.01 3.16  0.265
H -0.41 3.71 4.38  0.340
H -1.68 3.67 3.10  0.269
H -1.19 1.66 3.68  0.294
H -0.77 -0.49 2.77  0.152
H -0.36 -0.45 4.39  0.221
N 4.02 -1.44 0.63  -0.459
C 2.79 -1.30 1.17  0.421
N 2.68 -1.23 2.52  -0.452
O 1.78 -1.29 0.45  -0.022
H 4.83 -1.25 1.19  0.233
H 4.09 -1.21 -0.35  0.200
H 3.49 -1.01 3.07  0.253
H 1.79 -0.87 2.86  0.202
F -1.37 -0.09 0.88  -0.186
C -1.71 1.19 0.13  -0.538
F -2.03 2.05 1.20  -0.303
H -2.69 0.92 -0.27  -0.076
F 1.81 0.72 -2.43  -0.349
B 3.14 1.02 -1.94  0.269
F 3.93 -0.13 -2.03  -0.485
F 2.90 1.31 -0.56  -0.337
F 3.67 2.08 -2.60  -0.304

Results
Relative energy (zero: lowest compared OMol25 entry of this formula, charge and spin): 52.9 kJ/mol
Frontier orbital gap: 8.61 eV